[1]
Density functional theory data (ωB97M-V/def2-TZVPD) for C20H23AsN7PtSSe as an isolated structure.

Last column: Mulliken spin population.
Atoms and positions in Å:
Pt  -0.10  -0.63  1.47  1.4454
N  1.62  -5.74  4.68  -0.0023
C  1.32  -4.61  4.01  -0.0074
C  0.78  -3.49  4.67  0.0178
C  0.49  -2.36  3.96  -0.0030
N  0.70  -2.26  2.64  0.1478
C  1.22  -3.32  1.99  -0.0037
C  1.54  -4.49  2.63  0.0112
H  1.44  -5.84  5.66  -0.0001
H  1.98  -6.55  4.19  -0.0001
H  0.59  -3.52  5.74  0.0019
H  0.06  -1.49  4.45  0.0075
H  1.37  -3.20  0.93  0.0053
H  1.95  -5.31  2.06  0.0015
C  -2.42  2.73  2.03  0.0098
As  -3.03  1.09  1.25  0.0029
C  -2.53  1.12  -0.60  -0.0017
C  -4.94  1.16  1.28  0.0073
S  -2.37  -0.60  2.36  0.0707
H  -2.75  3.58  1.43  0.0003
H  -1.34  2.71  2.11  -0.0023
H  -2.85  2.79  3.03  -0.0007
H  -2.95  2.02  -1.05  -0.0007
H  -2.93  0.24  -1.09  0.0023
H  -1.44  1.12  -0.70  0.0155
H  -5.29  2.08  0.82  0.0007
H  -5.26  1.12  2.32  0.0005
H  -5.32  0.30  0.75  -0.0007
C  1.12  3.31  -0.01  0.0116
N  1.52  2.25  -0.93  0.0012
C  2.00  1.04  -0.61  0.0216
Se  2.21  0.34  1.13  0.1037
N  2.33  0.43  -1.75  0.0053
C  2.05  1.25  -2.85  -0.0036
C  2.20  1.06  -4.22  0.0005
C  1.77  2.10  -5.03  0.0026
C  1.22  3.27  -4.49  0.0013
C  1.09  3.46  -3.13  -0.0002
C  1.53  2.41  -2.32  0.0049
H  1.25  2.95  1.00  0.0008
H  0.09  3.59  -0.18  -0.0028
H  1.76  4.18  -0.16  -0.0014
H  2.72  -0.50  -1.79  -0.0016
H  2.62  0.16  -4.63  -0.0006
H  1.85  2.00  -6.10  0.0002
H  0.88  4.05  -5.16  0.0001
H  0.68  4.37  -2.71  0.0000
N  -0.56  -1.74  -0.27  0.0490
C  -0.35  -1.68  -1.41  0.0420
C  -0.11  -1.55  -2.76  0.0247
C  -1.03  -0.84  -3.59  -0.0061
N  -1.76  -0.25  -4.26  0.0125
C  1.16  -2.01  -3.22  -0.0030
N  2.23  -2.31  -3.52  0.0117

Summary:
LUMO level (spin up / spin down): -0.0853 / -0.1563 hartree
2S+1: 3
Charge: +1
HOMO (spin up / spin down): -0.3834 / -0.3923 hartree
M: 742.48 g mol⁻¹
Energy above the lowest of the compared OMol25 structures with the same formula, charge and spin: 0.0000 eV



[2]
Density functional theory data (ωB97M-V/def2-TZVPD) for C20H23BBeN5 as an isolated structure.

Last column: Löwdin charge in e.
Atoms and positions in Å:
Be  0.10  0.09  -0.27  0.1582
C  -1.22  -0.75  2.25  -0.1473
C  -1.68  0.66  2.49  -0.1043
C  -1.87  1.56  1.29  -0.2113
C  -2.84  2.54  1.39  -0.0063
C  -2.99  3.49  0.40  -0.0207
C  -2.13  3.45  -0.68  -0.0216
C  -1.20  2.43  -0.74  -0.0690
N  -1.06  1.47  0.20  0.1159
N  0.10  -0.84  1.61  -0.1893
C  1.19  -0.28  2.41  -0.0942
C  2.30  0.12  1.48  -0.2280
C  3.61  0.26  1.92  0.0028
C  4.57  0.68  1.02  -0.0213
C  4.20  0.94  -0.28  -0.0188
C  2.88  0.76  -0.65  -0.0554
N  1.93  0.36  0.22  0.1080
C  0.38  -2.24  1.26  -0.0898
C  -0.48  -2.58  0.07  -0.2331
C  -0.89  -3.86  -0.24  0.0091
C  -1.69  -4.05  -1.36  -0.0193
C  -2.04  -2.95  -2.13  -0.0176
C  -1.56  -1.71  -1.76  -0.0650
N  -0.80  -1.52  -0.68  0.0823
H  -1.92  -1.26  1.60  0.1331
H  -1.21  -1.30  3.20  0.1404
H  -1.01  1.18  3.18  0.1229
H  -2.63  0.61  3.02  0.1292
H  -3.48  2.55  2.26  0.1244
H  -3.75  4.26  0.48  0.1242
H  -2.16  4.18  -1.48  0.1228
H  -0.53  2.38  -1.58  0.0994
H  1.54  -0.98  3.18  0.1448
H  0.84  0.61  2.93  0.1297
H  3.85  0.04  2.95  0.1267
H  5.60  0.80  1.34  0.1231
H  4.91  1.27  -1.02  0.1216
H  2.55  0.95  -1.66  0.1026
H  0.16  -2.90  2.11  0.1424
H  1.43  -2.35  1.01  0.1460
H  -0.61  -4.69  0.40  0.1270
H  -2.03  -5.04  -1.62  0.1227
H  -2.66  -3.05  -3.01  0.1207
H  -1.78  -0.82  -2.35  0.1217
B  0.76  1.04  -4.55  -0.3771
C  0.53  0.64  -3.06  -0.1534
N  0.36  0.42  -1.94  0.0972
H  1.94  1.30  -4.66  0.0143
H  0.41  0.12  -5.26  0.0119
H  0.07  2.03  -4.70  0.0177

Summary:
LUMO level: -0.1037 hartree
Charge: +1
HOMO: -0.4400 hartree
M: 353.26 g mol⁻¹



[3]
Density functional theory data (ωB97M-V/def2-TZVPD) for C20H23Cl2NO10PW as an isolated structure.

Last column: Mulliken spin population.
Atoms and positions in Å:
W  -0.56  0.11  0.91  0.8612
Cl  -6.26  2.96  1.03  -0.0007
C  -4.77  2.61  0.26  -0.0041
C  -4.67  2.65  -1.13  0.0069
C  -3.47  2.37  -1.75  -0.0057
C  -2.36  2.03  -0.99  0.0143
C  -2.48  2.00  0.40  0.0485
C  -3.66  2.29  1.04  0.0185
C  -1.07  1.65  -1.62  0.0034
O  -0.77  1.83  -2.76  0.0143
O  -0.23  1.02  -0.74  0.0093
H  -5.54  2.90  -1.71  0.0000
H  -3.38  2.39  -2.83  0.0001
H  -1.57  1.91  1.02  -0.0335
H  -3.73  2.27  2.12  0.0020
O  1.15  -3.50  -0.11  0.0312
C  0.66  -2.64  0.54  0.0000
O  0.38  -1.40  0.06  0.0710
C  0.21  -2.73  1.97  -0.0226
C  -0.13  -3.84  2.72  0.0898
C  -0.73  -3.63  3.97  -0.0251
C  -1.06  -2.38  4.46  0.1153
C  -0.71  -1.27  3.69  -0.0528
C  -0.03  -1.48  2.50  0.1903
N  -1.11  0.03  3.88  0.2915
O  -0.85  0.86  2.78  -0.0298
O  -1.58  0.55  4.89  0.4566
H  0.02  -4.84  2.32  0.0036
H  -1.02  -4.50  4.55  0.0009
H  -1.59  -2.25  5.39  0.0023
H  0.68  -0.68  2.18  -0.0519
C  1.60  4.51  1.61  0.0025
C  0.60  3.37  1.44  -0.0130
P  1.37  1.71  1.31  -0.0280
C  2.56  1.83  -0.07  0.0065
C  3.03  0.50  -0.67  -0.0023
C  2.33  1.49  2.84  -0.0002
C  3.22  0.24  2.83  0.0013
H  1.05  5.45  1.66  0.0010
H  2.29  4.58  0.77  -0.0004
H  2.18  4.42  2.53  -0.0003
H  0.03  3.52  0.52  0.0023
H  -0.10  3.34  2.28  -0.0011
H  3.42  2.39  0.31  0.0002
H  2.08  2.43  -0.84  0.0015
H  3.67  -0.06  0.02  0.0004
H  3.61  0.69  -1.57  0.0001
H  2.19  -0.14  -0.95  0.0002
H  1.62  1.47  3.67  -0.0002
H  2.94  2.38  2.96  -0.0017
H  2.76  -0.61  2.31  -0.0036
H  3.45  -0.08  3.84  -0.0002
H  4.17  0.44  2.33  0.0000
O  -2.33  -2.76  0.58  0.0006
Cl  -2.85  -1.46  0.41  0.0123
O  -4.22  -1.41  0.17  0.0000
O  -2.08  -0.73  -0.60  -0.0014
O  -2.50  -0.64  1.62  0.0190

Summary:
LUMO level (spin up / spin down): -0.1754 / -0.2086 hartree
2S+1: 3
Charge: +1
HOMO (spin up / spin down): -0.4168 / -0.4578 hartree
M: 723.12 g mol⁻¹
Energy above the lowest of the compared OMol25 structures with the same formula, charge and spin: 0.2954 eV



[4]
Density functional theory data (ωB97M-V/def2-TZVPD) for C20H23CrN6O2S2 as an isolated structure.

Last column: Mulliken spin population.
Atoms and positions in Å:
Cr  0.32  -1.00  0.27  1.1249
C  -0.25  -4.29  -2.30  0.0018
C  0.40  -3.02  -1.80  -0.0058
O  -0.19  -2.48  -0.78  0.0027
C  1.52  -2.52  -2.42  -0.0063
C  2.13  -1.28  -2.10  -0.0064
C  3.30  -0.81  -2.92  0.0010
N  1.66  -0.55  -1.13  0.0052
N  2.23  0.73  -1.00  -0.0028
C  1.62  1.36  -0.06  -0.0190
O  0.62  0.86  0.63  -0.0105
C  2.03  2.75  0.29  0.0044
C  1.50  3.36  1.43  0.0002
C  1.87  4.65  1.76  0.0000
C  2.76  5.35  0.96  0.0006
C  3.30  4.74  -0.17  -0.0003
C  2.94  3.45  -0.50  -0.0012
H  -1.14  -4.49  -1.72  -0.0015
H  0.44  -5.13  -2.19  0.0007
H  -0.51  -4.20  -3.35  0.0002
H  1.93  -3.08  -3.25  0.0002
H  3.61  -1.60  -3.61  0.0001
H  4.12  -0.53  -2.27  -0.0004
H  3.03  0.08  -3.49  -0.0006
H  0.84  2.78  2.06  0.0006
H  1.47  5.11  2.66  0.0000
H  3.06  6.36  1.22  0.0001
H  4.00  5.28  -0.78  0.0000
H  3.35  2.96  -1.37  -0.0006
S  1.25  -1.69  2.22  -0.0771
C  -0.34  -1.83  2.92  -0.0047
S  -1.54  -1.50  1.74  -0.0144
C  -0.58  -2.10  4.24  0.0090
C  -1.91  -2.04  4.74  -0.0002
N  -2.98  -1.97  5.16  0.0004
C  0.47  -2.34  5.17  0.0005
N  1.32  -2.53  5.92  0.0013
N  -3.40  3.89  2.20  0.0000
C  -3.57  2.55  2.87  -0.0009
C  -3.36  1.47  1.81  0.0016
N  -2.10  1.61  1.13  -0.0005
C  -1.86  2.91  0.57  0.0004
C  -2.03  4.03  1.59  0.0001
H  -3.60  4.65  2.85  0.0000
H  -4.09  3.94  1.44  0.0000
H  -4.56  2.52  3.33  0.0000
H  -2.80  2.49  3.65  0.0002
H  -4.18  1.52  1.08  0.0002
H  -3.40  0.49  2.29  -0.0007
H  -1.31  1.21  1.61  -0.0010
H  -2.55  3.08  -0.27  0.0000
H  -0.84  2.95  0.18  -0.0011
H  -1.96  5.03  1.15  0.0000
H  -1.32  3.94  2.41  0.0000

Summary:
LUMO level (spin up / spin down): -0.0388 / -0.0388 hartree
2S+1: 2
Charge: 0
HOMO (spin up / spin down): -0.2672 / -0.2700 hartree
M: 495.57 g mol⁻¹
Energy above the lowest of the compared OMol25 structures with the same formula, charge and spin: 1.3812 eV



Question: M of number 1 (C20H23AsN7PtSSe)?
Answer: 742.48 g mol⁻¹



Please write out number 3 again, unchanged.
Density functional theory data (ωB97M-V/def2-TZVPD) for C20H23Cl2NO10PW as an isolated structure.

Last column: Mulliken spin population.
Atoms and positions in Å:
W  -0.56  0.11  0.91  0.8612
Cl  -6.26  2.96  1.03  -0.0007
C  -4.77  2.61  0.26  -0.0041
C  -4.67  2.65  -1.13  0.0069
C  -3.47  2.37  -1.75  -0.0057
C  -2.36  2.03  -0.99  0.0143
C  -2.48  2.00  0.40  0.0485
C  -3.66  2.29  1.04  0.0185
C  -1.07  1.65  -1.62  0.0034
O  -0.77  1.83  -2.76  0.0143
O  -0.23  1.02  -0.74  0.0093
H  -5.54  2.90  -1.71  0.0000
H  -3.38  2.39  -2.83  0.0001
H  -1.57  1.91  1.02  -0.0335
H  -3.73  2.27  2.12  0.0020
O  1.15  -3.50  -0.11  0.0312
C  0.66  -2.64  0.54  0.0000
O  0.38  -1.40  0.06  0.0710
C  0.21  -2.73  1.97  -0.0226
C  -0.13  -3.84  2.72  0.0898
C  -0.73  -3.63  3.97  -0.0251
C  -1.06  -2.38  4.46  0.1153
C  -0.71  -1.27  3.69  -0.0528
C  -0.03  -1.48  2.50  0.1903
N  -1.11  0.03  3.88  0.2915
O  -0.85  0.86  2.78  -0.0298
O  -1.58  0.55  4.89  0.4566
H  0.02  -4.84  2.32  0.0036
H  -1.02  -4.50  4.55  0.0009
H  -1.59  -2.25  5.39  0.0023
H  0.68  -0.68  2.18  -0.0519
C  1.60  4.51  1.61  0.0025
C  0.60  3.37  1.44  -0.0130
P  1.37  1.71  1.31  -0.0280
C  2.56  1.83  -0.07  0.0065
C  3.03  0.50  -0.67  -0.0023
C  2.33  1.49  2.84  -0.0002
C  3.22  0.24  2.83  0.0013
H  1.05  5.45  1.66  0.0010
H  2.29  4.58  0.77  -0.0004
H  2.18  4.42  2.53  -0.0003
H  0.03  3.52  0.52  0.0023
H  -0.10  3.34  2.28  -0.0011
H  3.42  2.39  0.31  0.0002
H  2.08  2.43  -0.84  0.0015
H  3.67  -0.06  0.02  0.0004
H  3.61  0.69  -1.57  0.0001
H  2.19  -0.14  -0.95  0.0002
H  1.62  1.47  3.67  -0.0002
H  2.94  2.38  2.96  -0.0017
H  2.76  -0.61  2.31  -0.0036
H  3.45  -0.08  3.84  -0.0002
H  4.17  0.44  2.33  0.0000
O  -2.33  -2.76  0.58  0.0006
Cl  -2.85  -1.46  0.41  0.0123
O  -4.22  -1.41  0.17  0.0000
O  -2.08  -0.73  -0.60  -0.0014
O  -2.50  -0.64  1.62  0.0190

Summary:
LUMO level (spin up / spin down): -0.1754 / -0.2086 hartree
2S+1: 3
Charge: +1
HOMO (spin up / spin down): -0.4168 / -0.4578 hartree
M: 723.12 g mol⁻¹
Energy above the lowest of the compared OMol25 structures with the same formula, charge and spin: 0.2954 eV



Question: Which value of M does entry 2 give?
Answer: 353.26 g mol⁻¹